DFT (ωB97M-V with the def2-TZVPD basis set) results for a 2-piece molecular cluster, C2H8NO overall in a non-equilibrium geometry.

Cartesian coordinates (Å):
O -3.219 -1.229 1.929
H 0.785 0.443 0.735
H -3.553 -1.787 2.626
H -3.590 -0.342 2.057
C 2.173 0.818 -0.852
C -0.028 -0.296 -0.917
N 0.918 0.262 -0.266
H 2.494 1.602 -0.170
H 1.965 1.298 -1.802
H 2.924 0.028 -0.955
H -0.900 -0.682 -0.388
H 0.030 -0.114 -1.998

Calculated values
Kohn-Sham gap: 9.13 eV
LUMO energy: -5.451 eV
Energy: -5733.6229 eV
HOMO level: -14.58 eV
Net charge: +1
Maximum force: 0.0295 hartree/bohr